# C20H25Br2EuF2N3OS4

C20H25Br2EuF2N3OS4 as an isolated structure in a non-equilibrium geometry (wB97M-V/def2-TZVPD, the Open Molecules 2025 dataset).

The geometry in XYZ format:
```
58
Properties=species:S:1:pos:R:3:forces:R:3
Eu 0.0638 0.3524 -0.9354 0.34 0.34 -0.45
C -1.6305 -2.7825 -1.8227 -0.17 1.18 0.30
C -2.9557 -1.9761 -1.6503 -0.13 -0.18 0.92
S -2.8246 -0.1570 -1.7009 0.58 -0.08 -0.27
C -2.8047 0.3479 -3.4508 -0.31 -1.24 -0.60
C -1.6691 -0.1454 -4.3625 0.73 -1.50 2.44
S 0.0506 0.2091 -3.7055 -0.94 -0.11 0.20
C 1.8798 -2.3958 -2.2374 0.02 -0.14 -0.15
C 1.1489 -3.1817 -1.1154 1.63 -1.42 -1.10
S -0.3716 -2.4882 -0.4946 -0.80 0.06 0.42
H -1.1687 -2.3801 -2.7133 0.14 -0.32 -0.46
H -1.8376 -3.8352 -1.8819 -0.03 -0.46 -0.10
H -3.5266 -2.1434 -0.7044 0.92 -0.11 -0.40
H -3.6812 -2.3038 -2.3951 0.25 0.07 -0.37
H -2.7767 1.4070 -3.3406 0.06 0.97 -0.08
H -3.7913 0.0746 -3.8648 0.34 0.13 0.05
H -1.7503 0.2457 -5.3319 -0.21 0.77 -1.27
H -1.7133 -1.2585 -4.4582 -0.19 0.81 -0.04
H 2.8163 -2.9020 -2.5597 -0.41 0.39 0.73
H 1.2999 -2.3822 -3.1568 -0.29 0.63 0.14
H 1.8932 -3.3787 -0.3168 -0.79 0.68 0.23
H 0.9964 -4.2594 -1.4393 -0.14 1.29 -0.12
Br 4.7802 -1.2571 -3.4336 0.38 -0.02 -0.81
C 4.5898 -0.9272 -1.6377 -0.22 0.37 1.40
C 5.7279 -0.6865 -0.7955 1.16 -1.15 -0.46
C 5.6143 -0.5444 0.5401 -2.18 0.12 1.50
Br 7.0527 -0.3571 1.7485 0.22 -0.07 -0.57
C 4.2676 -0.5323 1.1592 1.76 0.44 -0.15
C 4.0231 -0.4081 2.5452 -2.19 -0.41 -0.74
C 2.7097 -0.4191 3.0408 2.49 0.09 -2.80
C 1.7002 -0.4174 2.0723 -1.18 0.10 0.19
N 1.8840 -0.4444 0.7515 0.75 -0.53 0.83
C 3.1851 -0.6022 0.2996 -1.83 -0.04 -0.01
C 3.3396 -0.8892 -1.0826 -0.06 0.66 -0.63
O 2.1787 -0.9688 -1.8610 0.14 -1.72 0.38
H 6.7495 -0.8570 -1.1716 -0.68 0.47 -0.22
H 4.8485 -0.3912 3.1802 1.12 0.16 1.09
H 2.5806 -0.3687 4.0731 -0.69 0.00 1.41
H 0.6478 -0.3997 2.4225 0.77 0.17 -0.47
F -0.5964 2.7528 -0.7842 -0.57 -0.19 -0.18
C 0.6292 2.5493 0.0076 0.27 0.64 0.19
F 1.5935 2.8487 -0.9498 0.17 -0.14 0.14
H 0.5969 3.4295 0.7046 0.18 -0.81 -0.42
S -1.6146 -0.2387 1.3656 -0.18 -0.18 -0.08
C -2.4384 1.1003 2.0181 0.49 2.23 -0.15
N -2.0723 2.3896 1.7600 -1.16 -1.34 1.79
C -2.5417 3.5284 2.6293 0.41 1.18 -1.95
C -3.2708 3.0927 3.8887 -0.05 0.84 -1.36
C -4.2558 2.0505 3.5209 1.19 -2.61 -1.44
N -3.4358 0.9069 2.8592 -0.92 0.99 0.42
H -1.4451 2.4574 0.9877 0.39 0.76 -0.10
H -3.2154 4.1459 2.0090 -0.07 -0.38 0.19
H -1.7037 4.2452 2.7843 -0.24 -0.90 0.31
H -3.8586 3.9248 4.2642 0.39 0.33 0.29
H -2.5710 2.7266 4.5942 0.50 -0.31 0.98
H -5.0302 2.3797 2.8145 0.19 -0.08 0.35
H -4.6390 1.5808 4.3988 -0.76 -0.15 0.46
H -3.6573 -0.0665 2.9148 -0.60 -0.27 0.58
```
Positions in Å, forces in eV/Å.

Its spin multiplicity is 7. Its molecular weight is 801.5 g/mol. For the energy relative to the best compared isomer or geometry (same formula, charge and spin), the calculation gives 37.6 kcal/mol. The calculation puts the LUMO energy (spin up / spin down) at -3.69 / -3.15 eV. The orbital gap (spin up / spin down) is 0.2381 / 0.2593 hartree. The value obtained for the total energy is -8667.26151 a.u. The HOMO energy (spin up / spin down) comes out at -10.1640 / -10.2062 eV. As for the charge: +1. Its expectation value of S² is 12.04.

Here are the Löwdin charges for atoms 1 to 5, given in e: 1.457 -0.446 -0.493 0.759 -0.532